Formula: C23H14AsFO5SW
Source: the Open Molecules 2025 dataset
Level of theory: wB97M-V/def2-TZVPD

Atoms and positions in Å:
W -0.4696 0.8971 -1.3862
S 1.7592 0.8031 -2.0673
C 2.9190 1.2431 -0.8150
C 4.2719 1.0120 -1.0610
C 5.2018 1.3078 -0.0793
C 4.7884 1.8402 1.1378
C 3.4448 2.0880 1.3648
C 2.4996 1.7846 0.3897
As 0.6346 2.2106 0.5547
C 0.1149 1.0766 2.0654
C 0.8214 -0.0790 2.3896
C 0.3951 -0.8861 3.4304
C -0.7430 -0.5453 4.1530
C -1.4472 0.6056 3.8338
C -1.0192 1.4174 2.7912
C -0.6699 -1.0678 -0.6390
C 0.3342 -2.0319 -0.8436
C 0.1936 -3.3136 -0.3499
C -0.9610 -3.6818 0.3204
C -1.9717 -2.7558 0.5101
C -1.8274 -1.4472 0.0601
H 4.5807 0.5924 -2.0100
H 6.2522 1.1203 -0.2585
H 5.5185 2.0657 1.9036
H 3.1233 2.5135 2.3083
H 1.6973 -0.3543 1.8144
H 0.9405 -1.7881 3.6765
H -1.0808 -1.1778 4.9638
H -2.3318 0.8722 4.3977
H -1.5755 2.3109 2.5360
H 1.2304 -1.7860 -1.3936
H 0.9884 -4.0311 -0.5087
H -1.0785 -4.6934 0.6874
H -2.8798 -3.0417 1.0259
H -2.6201 -0.7329 0.2303
O -5.2047 -0.0903 -4.2713
C -4.1214 0.2613 -3.9215
C -2.8290 -0.5778 -3.9742
O -2.7085 -1.6900 -4.4000
C -1.7995 0.3107 -3.3948
C -2.3008 1.5348 -3.0071
O -1.4869 2.3686 -2.4033
C -3.7600 1.6317 -3.3098
O -4.4912 2.5613 -3.1362
O -0.5009 0.0753 -3.1938
F -1.8315 1.2671 -0.1209

Computed properties:
Orbital gap (spin up / spin down) (hartree): 0.242 / 0.242
Energy above the lowest of the compared OMol25 structures with the same formula, charge and spin (kcal per mole): 34.0
Max |F| (Eh/bohr): 0.017
Electronic energy (eV): -110531.6254